No. 1
12
Properties=species:S:1:pos:R:3:lowdin_charge:R:1 method="wB97M-V/def2-TZVPD" energy_ev=-21640.8622 smiles="C/C=[N+](/[O-])OC([O-])=S" total_charge=-1 homo_energy_ev=-3.52 gap_ev=7.217
C 1.05192 0.74191 -0.27810 -0.095
C 0.89943 -0.84489 -0.33537 -0.065
N -0.11204 -1.43517 0.24373 -0.289
O -0.22128 -2.66940 0.02586 -0.072
O -1.10450 -0.70435 0.87294 -0.028
C -1.60541 0.46408 0.35874 -1.064
O -1.90531 0.63786 -0.77300 -0.017
S -2.10979 1.65610 1.65427 0.280
H 0.53851 1.37498 -1.07482 0.077
H 0.70350 1.07533 0.72677 0.047
H 2.20739 1.09261 -0.47759 0.101
H 1.65757 -1.38905 -0.94345 0.125



No. 2
10
Properties=species:S:1:pos:R:3:lowdin_charge:R:1 method="wB97M-V/def2-TZVPD" energy_ev=-15999.3657 homo_energy_ev=-9.71 gap_ev=7.859
C -1.18654 -3.20769 0.21642 -0.397
C 0.19188 0.41748 0.12960 -0.141
C -0.31751 -0.99678 0.09365 -0.267
N -0.98452 -3.96671 -0.62418 0.114
O -0.67974 -1.93918 2.71903 -0.393
P -1.19207 -1.84712 1.30819 0.764
H -0.40843 1.22266 -0.28392 0.067
H 0.47085 0.72126 1.23062 0.112
H 1.13863 0.28178 -0.51583 0.109
H -0.70605 -1.39375 -0.81012 0.032



No. 3
10
Properties=species:S:1:pos:R:3:lowdin_charge:R:1 method="wB97M-V/def2-TZVPD" energy_ev=-17549.0701 total_charge=-1 homo_energy_ev=-3.23 gap_ev=7.134
H -1.28450 1.38925 1.28588 0.028
N -0.28277 1.19978 1.14775 0.088
C 0.02541 0.33507 0.32084 -0.500
C -0.88499 -0.58637 -0.41272 -0.104
C 1.61989 0.12094 -0.16251 -1.068
O 1.98619 1.03022 -0.89557 -0.102
S 2.11906 -1.36878 0.28919 0.467
H -1.16219 -1.25565 0.36055 0.053
H -1.83638 0.04258 -0.71610 0.107
H -0.29971 -0.90704 -1.21731 0.032



No. 4
11
Properties=species:S:1:pos:R:3:lowdin_spin:R:1 method="wB97M-V/def2-TZVPD" energy_ev=-24587.3386 homo_energy_ev="-7.36 / -7.38" spin_multiplicity=5 gap_ev="5.927 / 5.251"
H 0.38389 -2.26871 -0.08203 0.029
Nd -0.06668 -1.82312 2.54508 3.589
O -0.16719 1.10687 -0.97890 0.002
C 0.11631 1.82906 0.14452 0.003
C -0.57530 -0.26180 -0.75301 0.026
O -0.13822 3.03910 0.10170 0.011
O 0.73679 1.17966 1.04077 0.101
C 0.42744 -0.95237 0.13008 0.215
H -0.63850 -0.73132 -1.74444 0.007
H -1.58475 -0.20710 -0.31978 0.007
H 1.50619 -0.91026 -0.08400 0.010



No. 5
8
Properties=species:S:1:pos:R:3:lowdin_charge:R:1 method="wB97M-V/def2-TZVPD" energy_ev=-5218.2234 smiles="C1=CC=1.O" homo_energy_ev=-8.51 gap_ev=9.346
C 0.57278 0.71873 0.62513 0.005
C 1.48688 -0.24695 0.15935 -0.103
C 1.01728 0.63677 -0.74053 -0.075
H 2.04885 -1.14849 0.09045 0.086
H 1.02822 0.77922 -1.80558 0.090
O -1.67171 -0.41344 0.61763 -0.033
H -2.04978 -0.05600 -0.13466 0.004
H -1.20396 -1.18077 0.32394 0.026



No. 6
8
Properties=species:S:1:pos:R:3:lowdin_spin:R:1 method="wB97M-V/def2-TZVPD" energy_ev=-5216.4317 homo_energy_ev="-8.48 / -10.46" spin_multiplicity=3 gap_ev="9.439 / 8.864"
C -0.32426 -0.01188 -1.40148 1.298
C 0.29240 -0.57208 -0.17546 0.248
C 0.03264 0.87248 -0.27348 0.281
O -0.17224 -1.28378 1.04374 0.095
H -1.12123 -0.79684 1.19246 0.002
H 1.27322 -1.01507 -0.54789 0.025
H 0.71200 1.61816 -0.27721 0.019
H -0.69252 1.18902 0.43932 0.032



No. 7
9
Properties=species:S:1:pos:R:3:lowdin_charge:R:1 method="wB97M-V/def2-TZVPD" energy_ev=-7267.4793 homo_energy_ev=-8.20 gap_ev=8.451
C 1.59287 0.21629 -0.22494 -0.111
C -0.16763 -0.97157 0.33937 -0.248
C -1.07538 0.11970 -0.08797 -0.068
O -0.24878 -1.93360 1.00795 0.130
O 2.79547 0.32024 -0.12320 0.002
H 1.05872 1.10910 -0.60391 0.053
H -2.03113 -0.25955 -0.16977 0.060
H -0.75467 0.61397 -0.95471 0.047
H -1.16948 0.78542 0.81718 0.136



No. 8
9
Properties=species:S:1:pos:R:3:lowdin_charge:R:1 method="wB97M-V/def2-TZVPD" energy_ev=-7267.2406 homo_energy_ev=-8.65 gap_ev=8.984
C -1.37106 -0.71203 -0.04366 -0.060
C 0.17688 -0.75819 0.21142 -0.170
C 0.93324 0.49972 -0.19750 -0.261
O -1.84227 0.47528 -0.06590 0.032
O 0.71092 1.59908 0.24597 0.039
H 0.22895 -0.86144 1.22260 0.084
H 0.48466 -1.59491 -0.37682 0.089
H 1.72872 0.27852 -1.08401 0.158
H -1.05005 1.07397 0.08790 0.087



No. 9
9
Properties=species:S:1:pos:R:3:lowdin_charge:R:1 method="wB97M-V/def2-TZVPD" energy_ev=-7269.0778 smiles="CC(=O)C=O" homo_energy_ev=-9.79 gap_ev=9.526
C 1.10465 -0.34033 0.10834 0.014
C 0.09585 0.67839 -0.22693 -0.454
O 0.17648 1.88152 -0.13668 0.087
C -1.31105 0.00128 -0.22283 -0.177
O -1.51914 -1.15248 -0.50789 0.078
H 0.44127 -0.36464 1.02435 0.129
H 2.17314 -0.07042 0.13334 0.106
H 0.92810 -1.33459 -0.29554 0.087
H -2.08930 0.70127 0.12385 0.130



No. 10
9
Properties=species:S:1:pos:R:3:lowdin_charge:R:1 method="wB97M-V/def2-TZVPD" energy_ev=-7261.1985 homo_energy_ev="-9.29 / -9.28" gap_ev="8.700 / 8.698"
C 2.06114 -0.95241 -0.48957 -0.145
C 1.61953 0.12042 0.04216 0.089
C -1.63538 1.13290 0.61370 0.039
O -1.73863 -0.89249 -0.35228 -0.162
O -2.29855 0.15840 0.21440 -0.154
H 2.07165 -0.90291 -1.68165 0.127
H 2.67139 -1.65807 -0.00991 0.029
H -2.29332 1.76219 1.18000 0.090
H -0.45783 1.23196 0.48315 0.088